(1)
97
Properties=species:S:1:pos:R:3:lowdin_charge:R:1 method="wB97M-V/def2-TZVPD" homo_lumo_gap_ev="5.889 / 6.272" spin_multiplicity=3 e_lumo_ev="-1.3 / -1.7"
Te 0.09 -2.42 0.70 1.205
Ti 0.90 0.16 0.20 0.466
S -2.93 -2.41 -0.30 0.509
S -7.49 3.40 0.95 0.404
S 0.83 0.38 2.61 0.644
Si 0.98 -4.45 -2.06 0.412
Si 2.82 -3.29 2.58 0.383
O -6.63 3.39 2.12 -0.369
O -8.51 4.41 0.93 -0.332
O -7.91 2.06 0.53 -0.374
N 2.07 0.20 -1.38 -0.053
N -5.19 3.07 -0.32 0.149
N -0.79 0.86 -0.45 -0.081
N -0.18 2.78 3.23 0.099
N 1.65 1.94 0.39 -0.143
N -4.84 -0.83 0.64 0.071
N -6.62 4.62 -1.41 0.135
N 1.13 2.77 1.35 0.034
C -2.08 2.15 -1.99 0.025
C 3.25 6.01 -0.14 -0.071
C -5.53 -0.06 1.51 -0.039
C 2.30 -2.39 4.13 -0.198
C 3.31 3.61 -0.36 -0.177
C 2.62 2.31 -0.45 -0.158
C 0.88 -6.27 -2.46 -0.184
C -4.05 -0.79 3.21 -0.039
C -6.32 3.79 -0.41 -0.320
C -0.99 1.37 -1.68 -0.073
C -3.01 2.46 -1.01 -0.100
C -2.78 1.96 0.27 0.035
C -1.70 1.15 0.50 -0.118
C 2.26 -2.30 1.07 -0.545
C -3.75 -1.58 0.94 -0.776
C 0.59 2.12 2.34 -0.820
C 2.06 -4.99 2.57 -0.192
C 4.70 3.66 -0.26 -0.042
C 4.63 6.05 -0.02 -0.083
C 2.59 4.80 -0.30 -0.031
C 3.72 1.50 -2.57 0.000
C -4.49 4.05 -2.35 0.000
C 5.36 4.87 -0.09 -0.078
C 0.00 -3.43 -3.29 -0.171
C -5.14 0.00 2.81 -0.041
C -5.71 4.71 -2.38 -0.107
C 2.81 -4.05 -2.06 -0.176
C 0.18 -4.27 -0.37 -0.555
C 2.82 -0.50 -3.54 -0.056
C -4.26 3.24 -1.25 -0.226
C -3.38 -1.58 2.30 -0.108
C 2.87 1.33 -1.47 -0.188
C 2.03 -0.66 -2.43 -0.144
C 4.68 -3.48 2.51 -0.181
C 3.71 0.59 -3.59 -0.045
H 2.43 -3.04 5.01 0.039
H -3.72 -0.77 4.24 0.115
H 0.63 -2.88 -3.99 0.025
H 2.30 -5.54 1.65 0.028
H -5.66 0.66 3.49 0.120
H -2.21 2.49 -3.01 0.119
H -5.13 -0.85 -0.33 0.143
H 1.43 -6.87 -1.73 0.036
H -2.55 -2.19 2.60 0.078
H -0.65 -2.72 -2.77 0.019
H -3.48 2.20 1.06 0.125
H 2.90 -1.49 4.28 0.032
H 6.44 4.89 0.00 0.105
H 3.25 -4.43 -3.00 0.043
H -0.30 3.78 3.13 0.109
H 2.51 -1.24 1.23 -0.044
H 3.32 -4.58 -1.24 0.037
H -0.88 -4.51 -0.48 -0.009
H -0.26 1.12 -2.43 0.119
H -0.65 -4.09 -3.88 0.041
H 4.36 0.71 -4.45 0.112
H 1.25 -2.09 4.09 0.002
H -3.76 4.19 -3.13 0.104
H 2.79 -2.62 0.16 -0.009
H -1.55 0.69 1.47 0.073
H 1.33 -1.47 -2.35 0.067
H -6.38 0.51 1.13 0.106
H -0.16 -6.63 -2.47 0.038
H 5.19 -2.51 2.54 0.035
H 2.45 -5.57 3.41 0.040
H 5.14 6.99 0.13 0.104
H 5.04 -4.07 3.36 0.036
H 4.99 -3.99 1.59 0.030
H 4.35 2.39 -2.61 0.116
H -5.98 5.34 -3.22 0.112
H 2.68 6.93 -0.09 0.106
H 3.06 -2.99 -1.99 0.001
H -0.47 2.33 4.07 0.085
H 1.31 -6.48 -3.45 0.036
H 1.51 4.78 -0.37 0.109
H 5.27 2.73 -0.29 0.119
H 0.97 -4.95 2.66 0.026
H 2.74 -1.21 -4.36 0.109
H 0.60 -4.99 0.33 -0.013


(2)
86
Properties=species:S:1:pos:R:3:lowdin_charge:R:1 method="wB97M-V/def2-TZVPD" homo_lumo_gap_ev=5.852 e_lumo_ev=-0.6 de_lowest_ev=0.238
Al -0.10 -0.10 0.11 0.273
O 1.76 0.03 0.35 0.083
O 0.83 5.98 -1.49 -0.057
O -0.09 1.52 -0.68 0.034
N -1.88 -0.12 0.49 -0.033
N -0.11 -1.92 0.24 -0.046
C 0.41 3.74 -1.11 0.085
C -3.76 0.14 -1.71 -0.376
C 0.74 -3.38 3.69 -0.055
C -3.65 2.96 1.52 -0.043
C -2.80 0.96 0.50 -0.159
C -4.62 3.07 0.54 -0.077
C -3.75 1.08 -0.52 -0.134
C 1.31 4.79 -1.09 -0.257
C -4.66 2.13 -0.48 -0.043
C -3.54 0.90 -3.02 -0.060
C 2.97 -4.79 0.20 -0.076
C -0.90 3.12 2.80 -0.055
C 1.38 -2.41 2.70 -0.375
C 2.22 -4.56 -0.93 -0.044
C 1.70 -3.10 1.39 -0.136
C -0.38 -4.62 -2.64 -0.061
C 2.61 -1.74 3.32 -0.059
C 1.20 -3.61 -0.94 -0.136
C 2.15 2.26 -0.28 -0.087
C 1.67 7.13 -1.41 -0.063
C 2.65 4.60 -0.68 -0.010
C -2.35 -1.44 0.60 -0.142
C -1.42 -2.39 0.46 -0.134
C -5.06 -0.68 -1.78 -0.061
C 0.94 -2.88 0.23 -0.166
C 3.05 3.35 -0.30 -0.011
C 4.03 0.57 0.20 0.022
C 2.58 0.95 0.10 -0.276
C 1.33 -2.91 -3.35 -0.063
C -2.39 1.43 3.95 -0.055
C -2.73 1.92 1.52 -0.136
C 0.41 -3.37 -2.22 -0.379
C 0.80 2.47 -0.68 -0.267
C -1.71 1.82 2.64 -0.378
C 2.71 -4.06 1.35 -0.043
H -3.47 0.21 -3.86 0.077
H 3.36 -2.48 3.61 0.074
H 4.11 -0.47 -0.11 0.103
H 4.67 1.20 -0.42 0.082
H -1.61 -3.45 0.55 0.116
H -1.54 3.95 3.11 0.073
H -1.01 1.02 2.39 0.101
H 0.75 -2.70 -4.25 0.078
H -4.35 1.60 -3.22 0.073
H 3.08 -1.06 2.61 0.059
H -5.40 2.23 -1.26 0.108
H 0.65 -1.63 2.49 0.111
H 3.36 5.42 -0.66 0.102
H -2.94 0.49 3.84 0.084
H 3.75 -5.54 0.20 0.099
H 2.08 -3.66 -3.59 0.073
H 2.52 7.04 -2.08 0.095
H 0.46 -2.87 4.61 0.078
H 1.06 7.97 -1.71 0.094
H -3.09 2.20 4.27 0.079
H 2.42 -5.13 -1.83 0.108
H -0.13 2.99 3.56 0.079
H -0.98 -4.41 -3.52 0.078
H -2.61 1.48 -2.98 0.078
H 3.29 -4.26 2.25 0.107
H -2.93 -0.56 -1.59 0.113
H -1.04 -4.95 -1.84 0.078
H 2.33 -1.18 4.21 0.080
H 1.43 -4.19 3.94 0.078
H -0.16 -3.83 3.26 0.080
H -0.31 -2.58 -2.02 0.114
H 0.30 -5.45 -2.88 0.075
H -5.21 -1.26 -0.87 0.072
H -1.65 1.30 4.75 0.076
H -5.92 -0.02 -1.91 0.075
H 1.86 -1.99 -3.07 0.077
H -3.40 -1.63 0.81 0.115
H -0.61 3.91 -1.43 0.143
H -3.61 3.70 2.31 0.107
H 2.02 7.28 -0.39 0.096
H 4.07 3.20 0.03 0.116
H 4.36 0.64 1.24 0.102
H -5.34 3.88 0.57 0.099
H -5.03 -1.37 -2.63 0.078
H -0.42 3.40 1.86 0.072


(3)
95
Properties=species:S:1:pos:R:3:lowdin_charge:R:1 method="wB97M-V/def2-TZVPD" homo_lumo_gap_ev="6.687 / 5.442" charge=+2 e_lumo_ev="-6.7 / -8.0" de_lowest_ev=2.721
I 4.58 0.24 -2.81 1.100
Sb -1.04 0.93 0.24 1.549
V 1.76 -0.21 -0.34 0.787
Cl 2.09 2.53 -7.31 0.789
S 0.75 -3.55 -4.95 1.069
S 6.03 -0.23 1.09 0.894
Si -2.95 -1.52 0.02 0.413
Si 1.55 3.19 0.31 0.506
Si -2.10 -0.89 3.06 0.460
O 1.50 0.40 -1.85 -0.274
N 0.80 -1.78 0.44 -0.015
N 1.15 -2.54 -2.64 -0.016
N 3.35 -0.30 0.41 -0.103
N -0.71 1.00 -3.28 0.111
N 1.42 2.28 2.94 0.072
C 1.60 -4.00 0.92 -0.032
C 1.96 -0.03 2.98 -0.063
C 0.37 -4.29 1.52 0.007
C -0.59 2.08 -5.85 0.002
C -1.78 1.89 -5.23 -0.016
C 0.61 1.73 -5.18 -0.149
C -2.50 -2.51 3.89 -0.168
C 3.01 1.49 -5.05 -0.152
C -4.20 -0.13 -0.13 -0.180
C 1.76 2.38 4.21 -0.085
C 1.74 -2.78 0.36 -0.155
C -1.70 2.27 1.77 -0.268
C 1.30 -2.31 -3.92 -0.472
C -3.64 0.14 3.21 -0.165
C 2.35 0.08 4.30 -0.050
C 1.53 1.11 2.28 -0.388
C 4.53 -0.28 0.72 -0.884
C 2.88 0.97 -3.74 -0.634
C 0.57 -3.79 -2.47 -0.265
C -1.48 -0.99 1.22 -0.527
C -2.22 -1.84 -1.67 -0.168
C 0.48 1.20 -3.88 -0.192
C -0.76 -0.21 4.15 -0.159
C 1.66 0.87 -3.16 -0.346
C -1.79 1.33 -3.93 -0.104
C 1.10 3.46 -1.48 -0.164
C 1.90 1.88 -5.74 -0.587
C 1.22 1.24 0.80 -0.386
C -0.41 -2.02 1.05 -0.331
C -0.62 -3.33 1.53 -0.031
C -3.86 -3.04 0.55 -0.155
C 0.28 -4.47 -3.60 -0.381
C 0.76 4.69 1.10 -0.180
C 3.41 3.23 0.46 -0.148
C 2.26 1.30 4.94 -0.013
H 1.87 3.11 -2.17 0.037
H 0.69 4.68 2.18 0.028
H -4.87 -0.09 0.73 0.035
H 3.86 2.46 -0.18 0.009
H -3.27 -3.96 0.48 0.044
H -4.81 -0.35 -1.02 0.056
H 3.99 1.58 -5.50 0.106
H -3.71 0.99 2.53 0.002
H 3.77 4.20 0.12 0.058
H 1.01 4.55 -1.61 0.058
H 1.76 -1.42 -4.33 0.065
H -2.93 -1.49 -2.43 0.048
H 0.14 3.02 -1.77 0.016
H -2.72 2.15 -5.71 0.120
H -4.71 -3.15 -0.14 0.061
H -1.59 -3.56 1.94 0.080
H 1.96 -1.00 2.52 0.094
H -3.23 -3.14 3.38 0.029
H -2.08 -2.91 -1.83 0.038
H -3.67 0.53 4.23 0.062
H -0.30 0.72 3.82 0.005
H 1.63 3.35 4.67 0.128
H 1.41 5.52 0.80 0.058
H -4.53 -0.49 3.08 0.050
H -0.17 -5.45 -3.70 0.082
H -1.18 3.21 1.64 -0.015
H -1.54 1.90 2.77 -0.004
H 0.04 -0.96 4.28 0.041
H 0.18 -5.27 1.94 0.136
H -1.62 -3.11 4.12 0.044
H 0.36 -4.16 -1.47 0.093
H -0.54 2.50 -6.85 0.105
H 2.56 1.42 5.97 0.124
H -4.28 -2.97 1.56 0.030
H -2.73 1.16 -3.42 0.114
H 2.63 -2.57 -0.22 0.107
H -2.95 -2.22 4.85 0.061
H 3.75 3.07 1.49 0.047
H 2.71 -0.79 4.83 0.130
H -1.27 -1.33 -1.86 -0.006
H -3.77 0.87 -0.27 0.005
H 2.39 -4.73 0.86 0.132
H -2.77 2.43 1.59 0.020
H -0.23 4.89 0.67 0.041
H -1.20 -0.04 5.14 0.070